No. 1
The ion C5H6NO with charge +1 in a non-equilibrium geometry. Source: the OMol25 dataset; level of theory: ωB97M-V with the def2-TZVPD basis set.

Structure (XYZ):
```
13
Properties=species:S:1:pos:R:3:forces:R:3:nbo_charge:R:1
O 2.7905 0.9207 0.0872 0.0440 0.1945 0.2180 -0.0062
N 2.1085 0.0070 0.2134 -0.0122 -0.8330 -0.2643 0.3768
C -1.5335 0.7547 0.2431 2.7637 0.5954 0.3225 -0.2604
C -1.1389 -0.6143 0.0371 1.2577 0.5197 -0.0636 -0.0049
C -0.6303 1.6398 -0.1839 -1.2421 3.0206 1.9823 -0.2565
C -0.0041 -1.3458 -0.0881 -0.5448 2.0348 0.1785 -0.3075
C 1.4312 -1.0202 -0.0095 -1.7040 -1.5225 -0.1192 -0.0251
H 1.8176 -2.0523 -0.1096 1.5678 1.0187 0.2348 0.3538
H -0.1956 -2.3489 -0.3820 0.4116 -0.7092 -0.0471 0.2555
H -0.7126 2.7471 -0.0047 -0.5249 -1.1789 -0.3550 0.2304
H -1.9350 -1.1864 -0.2307 -2.4495 -2.0152 -0.2817 0.2244
H 0.3588 1.4494 -0.4378 1.1847 -0.9476 -1.3311 0.1561
H -2.3565 1.0491 0.8654 -0.7520 -0.1771 -0.4740 0.2634
```
Forces are in eV/Å.

## Properties
Total charge = +1
HOMO level (spin up / spin down) = -14.158 / -14.158 eV
Energy above the lowest of the compared OMol25 structures with the same formula, charge and spin = 157.6 kcal/mol
2S+1 = 1
Lowest unoccupied orbital energy (spin up / spin down) = -7.34 / -7.34 eV
Electronic energy = -8806.11679 eV
HOMO-LUMO gap (spin up / spin down) = 6.817 / 6.818 eV

=====

No. 2
The ion C5H6NO2S with charge -1 in a non-equilibrium geometry. Source: the OMol25 dataset; level of theory: ωB97M-V with the def2-TZVPD basis set.

Structure (XYZ):
```
15
Properties=species:S:1:pos:R:3:forces:R:3:nbo_charge:R:1
S -1.6813 -0.3252 -0.6676 -0.0560 -0.3723 0.8173 -0.1246
O -0.0466 0.2259 1.5086 1.0071 0.1516 -0.1715 -0.7749
O 3.0540 -1.1752 -0.8016 0.2199 -0.3430 -0.3312 -0.6454
N 2.0576 -0.5671 -0.2451 1.4758 -0.1917 -0.1673 -0.0889
C -1.7101 -1.7610 0.5096 1.7249 0.1838 -0.3047 -0.7654
C -0.3846 3.1699 -0.2543 0.1056 3.6267 -1.4747 -0.2889
C -0.2895 2.0456 0.0530 -0.1003 -3.1281 0.6398 -0.0300
C -0.1019 0.6345 0.3157 1.0480 -1.3982 -1.2213 0.2756
C 1.1944 0.1784 -0.8090 -3.1433 0.2399 2.0837 -0.0253
H -1.1787 -1.4003 1.4497 -0.4267 -0.3134 -1.1913 0.2661
H 2.1040 -0.6869 0.7825 -1.0581 0.5605 -0.4078 0.3851
H -1.0875 -2.5758 0.0088 -1.0518 0.7524 0.9497 0.1983
H -0.2638 4.0981 -0.7589 -0.2786 0.1837 0.3400 0.2144
H -2.7057 -2.0870 0.8134 -0.0141 0.0379 -0.4712 0.1994
H 1.0396 0.2263 -1.9051 0.5475 0.0101 0.9106 0.2045
```
Forces are in eV/Å.

## Properties
Total charge = -1
HOMO level = -4.134 eV
Energy above the lowest of the compared OMol25 structures with the same formula, charge and spin = 130.2 kcal/mol
Structure (SMILES) = C#C[C@]([O-])(/C=[NH+]/[O-])SC
2S+1 = 1
Lowest unoccupied orbital energy = 3.62 eV
Electronic energy = -21698.60002 eV
HOMO-LUMO gap = 7.758 eV

=====

No. 3
The ion C5H6NO2S with charge -1 in a non-equilibrium geometry. Source: the OMol25 dataset; level of theory: ωB97M-V with the def2-TZVPD basis set.

Structure (XYZ):
```
15
Properties=species:S:1:pos:R:3:forces:R:3:nbo_charge:R:1
S 3.9003 2.0064 0.2834 -0.3652 0.0426 0.0831 -0.1784
O 1.3639 -1.5346 -0.0251 -2.0109 0.3792 0.3281 -0.5179
O 3.1455 -2.8138 -0.1670 -0.2662 -1.6156 -0.0736 -0.6327
N 3.4821 -0.6872 0.0888 1.4412 2.2301 0.5038 -0.5939
C 2.6506 -1.7252 -0.0382 0.3098 -1.0566 -0.3163 0.8790
C -0.2032 -0.3043 -1.3112 -0.4347 0.6184 -1.5174 -0.6521
C 0.7408 -0.2202 -0.1203 1.4142 1.0850 -0.2208 -0.0094
C 0.0180 0.1882 1.1412 0.7802 2.6433 0.8683 -0.6714
C 3.2919 0.5209 0.1592 -0.9815 -0.0555 -0.4961 0.2418
H -1.0308 -0.9766 -1.0149 -0.1430 -0.0071 -0.3601 0.1603
H -0.7084 0.6897 -1.6630 1.0871 -1.5020 1.0007 0.1969
H 0.6200 0.4713 2.0448 0.2397 -0.9095 -0.7654 0.2052
H -0.4889 1.2015 1.0819 0.4653 -0.8926 -0.9191 0.2042
H 0.2565 -0.7364 -2.2733 -0.3976 0.5401 1.5599 0.2054
H -0.7745 -0.4090 1.4996 -1.1383 -1.4997 0.3249 0.1630
```
Forces are in eV/Å.

## Properties
Total charge = -1
HOMO level (spin up / spin down) = -2.719 / -2.717 eV
Energy above the lowest of the compared OMol25 structures with the same formula, charge and spin = 62.3 kcal/mol
2S+1 = 1
Lowest unoccupied orbital energy (spin up / spin down) = 3.41 / 3.41 eV
Electronic energy = -21701.54154 eV
HOMO-LUMO gap (spin up / spin down) = 6.126 / 6.124 eV

=====

Question: Which of these has the highest energy above the lowest of the compared OMol25 structures with the same formula, charge and spin?
Answer: C5H6NO